# 1
Density functional theory data (wB97M-V/def2-TZVPD) for C20H46O2P4Pr as an isolated structure at a distorted geometry.

XYZ file:
```
73
Properties=species:S:1:pos:R:3
Pr -0.232 -0.604 -2.266
P 2.765 -0.251 -1.393
P 1.574 -0.633 2.219
P 0.473 2.993 1.355
H -2.833 -1.460 -2.718
C -2.370 -0.592 -3.232
C -1.457 -0.767 -4.294
H -1.201 -1.765 -4.692
C 3.334 -1.712 -2.392
C 4.096 -0.305 -0.125
C 3.414 1.183 -2.355
C 0.085 -0.867 3.280
C 1.862 -2.396 1.742
C 2.829 -0.476 3.563
C 0.276 3.980 -0.122
C 2.202 2.801 1.764
C -0.503 3.518 2.741
H -2.974 0.327 -3.169
H -1.193 0.068 -4.959
H 2.720 -1.832 -3.303
H 3.227 -2.621 -1.776
H 4.392 -1.585 -2.675
H 4.022 -1.207 0.494
H 4.047 0.572 0.533
H 5.078 -0.309 -0.622
H 2.804 1.354 -3.254
H 4.462 1.016 -2.646
H 3.355 2.081 -1.722
H 0.205 -1.774 3.891
H -0.815 -0.960 2.655
H -0.040 0.003 3.939
H 1.448 -3.056 2.516
H 2.933 -2.609 1.629
H 1.365 -2.610 0.784
H 2.337 -0.303 4.527
H 3.466 0.390 3.353
H 3.467 -1.365 3.635
H 0.793 4.929 0.057
H -0.774 4.191 -0.367
H 0.717 3.434 -0.967
H 2.689 3.778 1.624
H 2.695 2.069 1.113
H 2.348 2.481 2.802
H -0.831 4.559 2.614
H 0.110 3.387 3.638
H -1.382 2.864 2.787
C -2.275 1.710 -0.618
C -3.150 1.714 0.500
C -4.064 2.747 0.636
C -4.249 3.670 -0.395
C -3.510 3.561 -1.581
C -2.517 2.596 -1.710
O -1.190 0.952 -0.551
H -0.054 1.699 1.111
H -3.035 0.904 1.217
H -4.654 2.815 1.542
H -4.990 4.468 -0.278
H -3.737 4.215 -2.425
H -1.875 2.524 -2.595
C -0.581 -4.909 0.114
P -1.555 -3.552 -0.514
C -2.659 -4.096 -1.821
C -2.481 -2.696 0.760
O -0.578 -2.500 -1.099
H -0.219 -4.673 1.125
H 0.279 -5.048 -0.558
H -1.157 -5.846 0.160
H -3.278 -4.947 -1.497
H -3.334 -3.269 -2.081
H -2.110 -4.406 -2.723
H -1.990 -2.827 1.734
H -2.523 -1.618 0.529
H -3.500 -3.107 0.808
```

The calculation puts the relative energy (zero: lowest compared OMol25 entry of this formula, charge and spin) at 54.5 kcal per mole. Its HOMO energy (alpha / beta) is -15.458 / -15.482 eV. As for the spin multiplicity: 3. For the gap between HOMO and LUMO (alpha / beta), the calculation gives 3.89 / 4.00 eV. The net charge is +3.


# 2
Density functional theory data (wB97M-V/def2-TZVPD) for an isolated molecule of C3H6Br2Si at a distorted geometry.

XYZ file:
```
12
Properties=species:S:1:pos:R:3
C -0.129 -1.394 1.425
C 0.265 -1.506 0.164
C -0.093 1.702 -0.112
Si -0.052 0.050 -1.014
Br -1.886 -0.217 -2.253
Br 1.509 0.001 -2.583
H 0.354 -2.064 2.143
H -0.908 -0.650 1.674
H 1.160 -2.065 -0.052
H -1.015 2.101 0.353
H 0.406 1.438 0.800
H 0.389 2.603 -0.545
```

The calculation puts the relative energy (zero: lowest compared OMol25 entry of this formula, charge and spin) at 0.0 kcal per mole. Its HOMO energy is -10.161 eV. For the gap between HOMO and LUMO, the calculation gives 10.87 eV. The net charge is 0.


# 3
Density functional theory data (wB97M-V/def2-TZVPD) for a 2-piece molecular cluster, C4H11BrClPS overall at a distorted geometry.

XYZ file:
```
19
Properties=species:S:1:pos:R:3
C 2.254 -0.267 0.180
C 0.953 0.461 0.537
Cl 1.203 1.984 1.452
C 0.172 0.774 -0.762
P -1.588 0.631 -0.524
C -2.017 -1.031 -0.012
S -2.363 2.035 0.754
H 2.296 -1.200 0.727
H 2.331 -0.476 -0.878
H 3.125 0.310 0.488
H 0.359 -0.197 1.172
H 0.468 0.110 -1.579
H 0.371 1.805 -1.062
H -2.243 0.893 -1.728
H -3.036 -1.241 -0.335
H -1.344 -1.749 -0.484
H -1.987 -1.130 1.071
H -2.097 1.318 1.857
Br 3.142 -3.029 -0.874
```

Its HOMO energy is -6.249 eV. For the gap between HOMO and LUMO, the calculation gives 5.39 eV. The net charge is 0.


# 4
Density functional theory data (wB97M-V/def2-TZVPD) for a 2-piece molecular cluster, C7H14N5 overall at a distorted geometry.

XYZ file:
```
26
Properties=species:S:1:pos:R:3
C 0.677 -0.304 3.517
C 0.749 0.169 2.258
C -0.652 -0.033 0.335
C 1.959 2.065 -0.958
C 1.988 -0.019 -1.830
C -1.821 -0.221 -1.743
C -2.580 -1.503 0.272
N -0.387 -1.118 3.662
N -0.987 -1.161 2.588
N -0.331 -0.396 1.648
N 1.198 1.125 -1.553
N -1.541 -0.570 -0.364
H 1.263 -0.236 4.414
H 1.292 0.862 1.641
H 2.804 1.793 -0.295
H 2.272 2.513 -1.884
H 1.468 3.057 -0.526
H 2.496 0.289 -2.781
H 2.653 -0.289 -1.017
H 1.384 -0.914 -2.038
H -2.793 0.355 -1.899
H -1.835 -1.059 -2.396
H -1.096 0.466 -2.151
H -2.841 -2.164 -0.574
H -3.375 -0.737 0.547
H -1.960 -1.971 1.127
```

The calculation puts the relative energy (zero: lowest compared OMol25 entry of this formula, charge and spin) at 153.7 kcal per mole. Its HOMO energy (alpha / beta) is -12.808 / -13.881 eV. For the gap between HOMO and LUMO (alpha / beta), the calculation gives 6.08 / 9.26 eV. The net charge is +1.


# 5
Density functional theory data (wB97M-V/def2-TZVPD) for C4H7NO2 as an isolated structure.

XYZ file:
```
14
Properties=species:S:1:pos:R:3
C 1.219 -1.279 0.096
C 0.252 -0.132 -0.064
C 0.690 1.161 -0.604
O -0.100 0.268 -1.381
C -0.852 -0.124 0.957
O -0.708 -0.563 2.115
N -2.074 0.355 0.933
H 2.056 -1.163 -0.596
H 1.598 -1.293 1.122
H 0.728 -2.237 -0.100
H 0.191 2.079 -0.298
H 1.728 1.262 -0.921
H -2.671 0.754 -0.402
H -2.057 0.911 -0.857
```

The calculation puts the relative energy (zero: lowest compared OMol25 entry of this formula, charge and spin) at 148.2 kcal per mole. Its HOMO energy (alpha / beta) is -10.191 / -10.191 eV. For the gap between HOMO and LUMO (alpha / beta), the calculation gives 9.04 / 9.04 eV. The net charge is 0.


# 6
Density functional theory data (wB97M-V/def2-TZVPD) for a 6-piece molecular cluster, C14H40F3N3O6 overall at a distorted geometry.

XYZ file:
```
66
Properties=species:S:1:pos:R:3
N -31.383 -0.580 -17.994
H -30.980 0.231 -17.456
H -30.592 -0.971 -18.533
H -32.149 -0.248 -18.584
H -31.763 -1.295 -17.325
C -31.503 2.646 -16.762
O -31.762 2.976 -18.166
O -30.697 1.626 -16.737
C -30.930 3.884 -16.040
F -30.487 3.589 -14.817
F -29.932 4.477 -16.704
F -31.891 4.834 -15.861
C -32.701 3.980 -18.487
C -32.806 4.078 -19.997
H -33.439 4.923 -20.271
H -31.811 4.256 -20.410
H -33.210 3.164 -20.434
H -32.460 4.959 -18.073
H -33.684 3.679 -18.087
H -32.491 2.484 -16.263
C -29.757 1.781 -20.514
O -29.482 1.154 -19.263
H -29.038 1.414 -21.246
H -30.786 1.566 -20.827
H -29.643 2.868 -20.459
H -29.987 1.690 -18.618
C -34.759 0.802 -18.729
O -33.809 0.035 -19.464
H -35.796 0.689 -19.050
H -34.694 0.482 -17.690
H -34.478 1.857 -18.760
H -33.911 0.203 -20.405
C -30.447 -2.664 -20.880
C -29.399 -3.177 -19.900
C -28.186 -3.715 -20.640
O -27.653 -2.701 -21.461
C -26.708 -3.209 -22.378
N -29.052 -2.043 -19.000
H -30.071 -1.863 -21.518
H -31.324 -2.271 -20.365
H -30.781 -3.459 -21.554
H -29.845 -3.962 -19.286
H -28.502 -4.608 -21.196
H -27.395 -3.984 -19.923
H -25.811 -3.571 -21.863
H -26.437 -2.399 -23.051
H -27.143 -4.031 -22.957
H -28.299 -2.383 -18.404
H -28.597 -1.321 -19.558
C -33.049 -4.486 -17.571
C -33.550 -3.525 -16.510
C -33.846 -4.285 -15.221
O -34.269 -3.379 -14.248
C -34.421 -3.966 -12.988
N -32.480 -2.530 -16.247
H -32.220 -5.108 -17.217
H -32.683 -3.919 -18.428
H -33.820 -5.195 -17.877
H -34.453 -3.036 -16.874
H -32.911 -4.754 -14.882
H -34.564 -5.088 -15.447
H -33.623 -4.663 -12.694
H -35.340 -4.568 -12.956
H -34.466 -3.213 -12.204
H -31.625 -3.069 -16.091
H -32.637 -2.169 -15.304
```

The calculation puts the relative energy (zero: lowest compared OMol25 entry of this formula, charge and spin) at 0.0 kcal per mole. Its HOMO energy is -7.777 eV. For the gap between HOMO and LUMO, the calculation gives 8.21 eV. The net charge is 0.


Question: What is the formula in the third record?
Answer: C4H11BrClPS


Question: Which value of net charge does entry 1 give?
Answer: +3